Below is one molecule with the formula C20H20F2N4O4S in a non-equilibrium geometry, with properties calculated with ωB97M-V with the def2-TZVPD basis set.

- Multiplicity: 1
- Kohn-Sham gap: 0.326 hartree
- M: 450.467 g mol⁻¹
- Total energy: -51484.8628 eV

Geometry (Å):
C1 -4.6866 -4.8646 -1.0096
H1 -3.7947 -5.4964 -0.9561
O1 -4.6922 -3.8920 0.0090
C2 -3.6853 -2.9809 0.0438
C3 -2.6325 -2.9147 -0.8635
C4 -1.6575 -1.9426 -0.7265
C5 -1.7210 -1.0144 0.3018
C6 -2.7807 -1.0703 1.2036
C7 -3.7442 -2.0478 1.0814
H2 -4.5670 -2.1049 1.7763
H3 -2.8619 -0.3454 2.0002
N1 -0.7262 -0.0127 0.3646
S1 -0.8083 1.1794 -0.8000
O2 -1.1543 0.5774 -2.0469
O3 0.4503 1.8868 -0.7223
C8 -2.0975 2.2616 -0.2830
C9 -1.9732 3.4404 0.4336
N2 -3.2334 3.8931 0.5950
N3 -4.1461 3.0972 0.0297
C10 -3.4863 2.0947 -0.5128
C11 -4.1567 0.9983 -1.2516
H4 -4.4320 0.1943 -0.5699
H5 -3.4800 0.5970 -2.0011
H6 -5.0617 1.3770 -1.7187
H7 -3.5286 4.7393 1.0573
C12 -0.7850 4.1621 0.9482
H8 -0.8574 5.2229 0.7141
H9 0.1100 3.7553 0.4849
H10 -0.7073 4.0601 2.0313
C13 -0.1454 0.3578 1.6372
H11 -0.7437 -0.0165 2.4699
H12 -0.0783 1.4475 1.6981
C14 1.2698 -0.2332 1.7742
O4 1.5843 -0.9317 2.7110
N4 2.0644 0.1381 0.7435
C15 3.3836 -0.2209 0.4880
C16 4.1151 -1.0767 1.3098
C17 5.4239 -1.3889 0.9941
C18 6.0149 -0.8543 -0.1365
C19 5.2880 -0.0011 -0.9581
C20 3.9803 0.3164 -0.6528
H13 3.4286 0.9795 -1.3012
F1 5.8528 0.5244 -2.0591
F2 7.2910 -1.1629 -0.4344
H14 6.0010 -2.0494 1.6211
H15 3.6536 -1.4904 2.1903
H16 1.6422 0.7702 0.0604
H17 -0.8450 -1.8869 -1.4318
H18 -2.5553 -3.6166 -1.6779
H19 -4.7512 -4.4071 -2.0017
H20 -5.5712 -5.4752 -0.8364

Forces on the atoms, in the same order (eV/Å):
C 0.0 -0.2 -0.2
H 0.0 0.0 0.0
O 0.1 0.3 0.2
C 0.0 0.2 0.1
C -0.2 -0.2 -0.1
C -0.1 0.0 0.2
C -0.4 -0.6 -0.2
C 0.1 0.0 -0.1
C -0.1 -0.2 -0.1
H -0.1 0.0 0.1
H 0.0 0.1 0.1
N 0.0 0.7 -0.8
S -0.2 0.3 0.2
O -0.2 -0.1 0.2
O -0.2 0.1 0.2
C 0.5 -0.1 -0.1
C 0.0 0.1 0.1
N 0.7 -0.2 0.0
N -0.8 -0.3 -0.3
C 0.0 0.2 0.1
C -0.2 0.0 0.0
H 0.0 -0.1 0.0
H -0.1 -0.1 -0.1
H -0.1 0.0 -0.1
H 0.1 -0.1 -0.1
C 0.1 0.1 0.1
H 0.1 0.1 0.0
H 0.0 0.1 0.1
H 0.0 0.0 0.0
C 0.4 0.0 0.4
H 0.1 0.1 -0.1
H 0.0 0.0 0.2
C -0.3 0.3 -0.1
O 0.0 -0.2 0.3
N -0.2 0.3 -0.3
C 0.6 -0.2 0.0
C -0.2 0.0 0.1
C 0.1 0.2 -0.4
C -0.1 0.0 0.1
C 0.0 -0.1 0.1
C 0.1 -0.1 0.1
H 0.0 0.1 -0.1
F 0.0 -0.1 0.2
F -0.1 0.1 -0.1
H 0.1 -0.1 0.0
H 0.0 0.0 0.0
H 0.2 -0.2 0.3
H 0.1 0.0 -0.1
H 0.0 -0.1 -0.1
H 0.0 0.0 0.0
H 0.1 0.0 -0.1

Results of the natural (NBO) charge analysis, in e, for atoms 1 through 8:
1 C -0.25
2 H 0.18
3 O -0.49
4 C 0.32
5 C -0.32
6 C -0.11
7 C 0.06
8 C -0.20


Below is C38H26Cl5IrO4P2S as an isolated structure in a non-equilibrium geometry, with properties calculated with ωB97M-V with the def2-TZVPD basis set.

- Multiplicity: 1
- Kohn-Sham gap (spin up / spin down): 0.238 / 0.237 hartree
- Relative energy (zero: lowest compared OMol25 entry of this formula, charge and spin): 216.3 kJ/mol
- M: 1010.119 g mol⁻¹
- Total energy: -142883.2958 eV

Geometry (Å):
Ir1 -0.4750 -0.2239 0.4095
O1 -0.0234 -2.8270 -2.1295
C1 0.3105 -2.6302 -0.9806
O2 -0.5062 -2.2514 -0.0114
C2 1.7148 -2.8515 -0.5316
C3 2.2557 -4.1306 -0.5957
C4 3.5304 -4.3848 -0.1211
C5 4.2766 -3.3425 0.4128
C6 3.7393 -2.0655 0.4796
C7 2.4425 -1.8063 0.0246
S1 1.8774 -0.1474 0.2365
H1 1.6583 -4.9299 -1.0188
H2 3.9413 -5.3867 -0.1666
H3 5.2736 -3.5272 0.7972
H4 4.3112 -1.2491 0.9120
Cl1 -3.1942 1.2049 1.7481
C8 -1.6863 1.3536 2.6006
C9 -0.6625 0.4414 2.3331
C10 0.3704 0.3921 3.2845
Cl2 1.4861 -0.9253 3.2805
C11 0.4762 1.3270 4.3127
Cl3 1.7616 1.2377 5.4537
C12 -0.4770 2.3396 4.4277
Cl4 -0.3119 3.5560 5.6308
C13 -1.5904 2.3231 3.5961
Cl5 -2.8470 3.4813 3.8192
O3 -1.7371 1.4813 -0.6091
P1 -2.0405 2.2804 -1.8459
C14 -1.3963 1.5271 -3.3774
P2 -0.9393 -0.2215 -3.0085
O4 -0.0213 -0.0247 -1.8273
C15 -2.5645 -1.0000 -2.9496
C16 -3.0438 -1.7283 -1.8656
C17 -4.3326 -2.2435 -1.8918
C18 -5.1541 -2.0316 -2.9916
C19 -4.6782 -1.3125 -4.0824
C20 -3.3901 -0.7992 -4.0623
C21 -0.0647 -0.7435 -4.4856
C22 1.1460 -0.0948 -4.7378
C23 1.8631 -0.3950 -5.8866
C24 1.3751 -1.3415 -6.7795
C25 0.1902 -2.0123 -6.5105
C26 -0.5331 -1.7169 -5.3629
C27 -1.3110 3.9173 -1.7234
C28 -0.8057 4.2795 -0.4733
C29 -0.2563 5.5434 -0.2877
C30 -0.2094 6.4393 -1.3468
C31 -0.7041 6.0770 -2.5943
C32 -1.2537 4.8185 -2.7863
C33 -3.8232 2.4682 -2.0336
C34 -4.6305 1.4484 -1.5284
C35 -6.0122 1.5506 -1.6099
C36 -6.5932 2.6769 -2.1793
C37 -5.7937 3.7052 -2.6604
C38 -4.4110 3.6034 -2.5911
H5 -0.4568 2.0296 -3.6111
H6 -2.0940 1.6600 -4.2033
H7 -2.4030 -1.9187 -1.0131
H8 -4.6912 -2.8148 -1.0434
H9 -6.1610 -2.4337 -3.0058
H10 -5.3105 -1.1460 -4.9469
H11 -3.0243 -0.2536 -4.9259
H12 1.5310 0.6215 -4.0198
H13 2.7990 0.1101 -6.0844
H14 1.9286 -1.5642 -7.6843
H15 -0.1716 -2.7686 -7.1958
H16 -1.4455 -2.2576 -5.1348
H17 -0.8484 3.5639 0.3402
H18 0.1292 5.8217 0.6866
H19 0.2230 7.4231 -1.2062
H20 -0.6578 6.7777 -3.4193
H21 -1.6407 4.5452 -3.7627
H22 -4.1732 0.5867 -1.0615
H23 -6.6332 0.7545 -1.2161
H24 -7.6726 2.7609 -2.2353
H25 -6.2469 4.5951 -3.0801
H26 -3.7958 4.4155 -2.9597

Forces on the atoms, in the same order (eV/Å):
Ir 1.0 0.4 -1.6
O -0.5 -0.3 -0.1
C 0.5 0.1 0.3
O -0.2 0.9 0.4
C -0.1 -0.1 0.1
C 0.0 0.0 -0.2
C 0.0 0.0 0.0
C 0.0 0.2 0.0
C 0.1 0.0 0.1
C 0.3 0.1 0.5
S -1.0 0.1 0.1
H 0.0 0.0 0.0
H 0.0 0.1 0.0
H 0.0 0.0 0.0
H 0.0 -0.1 0.0
Cl 0.0 -0.1 0.2
C -0.2 -0.1 0.1
C 0.5 -0.6 -0.6
C 0.0 -0.2 0.2
Cl -0.1 -0.1 0.1
C -0.1 0.0 -0.1
Cl 0.0 0.1 0.0
C 0.0 -0.1 0.0
Cl 0.0 0.0 0.0
C 0.0 0.0 0.1
Cl 0.0 0.0 0.0
O 0.0 0.3 0.1
P 0.1 0.0 0.3
C 0.0 0.0 0.1
P 0.2 1.0 -0.1
O -0.5 -1.2 -0.1
C 0.0 -0.2 0.0
C 0.1 -0.1 0.1
C -0.1 0.0 0.0
C 0.1 0.0 0.0
C 0.0 0.0 0.0
C 0.0 0.0 0.1
C 0.1 -0.1 0.0
C 0.0 -0.1 -0.1
C -0.1 0.0 0.1
C 0.0 0.0 0.0
C 0.0 0.0 0.0
C 0.0 0.0 0.1
C 0.0 0.1 0.2
C 0.0 0.1 -0.1
C -0.1 -0.1 0.0
C 0.0 0.0 0.0
C 0.0 0.0 -0.1
C 0.0 0.0 0.0
C -0.1 0.0 0.1
C -0.1 0.1 -0.1
C 0.0 0.0 0.0
C 0.0 0.0 0.0
C 0.0 0.0 0.0
C 0.0 -0.1 0.0
H 0.0 0.0 -0.1
H 0.0 0.0 0.0
H 0.0 0.0 -0.1
H 0.0 0.0 0.0
H 0.1 0.0 0.0
H 0.0 0.0 0.0
H 0.0 0.0 0.0
H 0.0 0.0 0.0
H 0.0 0.0 0.0
H 0.0 0.0 0.1
H 0.0 0.0 0.0
H 0.1 0.0 -0.1
H 0.0 0.1 0.0
H 0.0 0.0 -0.1
H 0.0 -0.1 0.0
H 0.0 0.0 0.0
H 0.1 0.0 0.0
H 0.0 0.0 0.0
H 0.0 0.0 0.0
H 0.1 0.0 0.0
H 0.0 0.0 0.0
H -0.1 0.0 0.1

Results of the Mulliken charge analysis, in e, for atoms 1 through 8:
1 Ir 2.36
2 O -0.59
3 C 0.25
4 O -0.93
5 C 0.39
6 C -0.50
7 C -0.66
8 C -0.64


Below is C37H36F5GeN3NaO4S as an isolated structure, with properties calculated with ωB97M-V with the def2-TZVPD basis set.

- Multiplicity: 2
- Kohn-Sham gap (spin up / spin down): 0.216 / 0.238 hartree
- Net charge: -2
- Relative energy (zero: lowest compared OMol25 entry of this formula, charge and spin): 19.8 kJ/mol
- M: 809.369 g mol⁻¹
- Expectation value of S²: 0.7537
- Total energy: -136973.1720 eV

Geometry (Å):
Na1 0.8000 0.2015 1.4570
C1 6.1277 -2.3361 -1.1374
C2 4.6485 -2.0056 -1.2962
N1 3.8007 -3.1908 -1.2021
C3 3.4517 -3.8294 -2.4597
C4 2.2231 -3.2149 -3.1138
C5 3.3550 -3.6581 -0.0121
S1 2.3073 -4.9726 0.0948
N2 3.8849 -3.0891 1.1121
C6 3.4445 -1.9637 1.6049
O1 2.5521 -1.2128 1.1134
C7 4.1159 -1.5121 2.8800
C8 4.9213 -2.3817 3.6117
C9 5.5233 -1.9627 4.7882
C10 5.3290 -0.6640 5.2472
C11 4.5314 0.2066 4.5183
C12 3.9257 -0.2134 3.3396
H1 6.7356 -1.4368 -1.2577
H2 6.4458 -3.0679 -1.8851
H3 6.3069 -2.7509 -0.1459
H4 4.4646 -1.5618 -2.2778
H5 4.3270 -1.2704 -0.5644
H6 3.2787 -4.8850 -2.2571
H7 4.3225 -3.7420 -3.1196
H8 1.3642 -3.3040 -2.4509
H9 2.0043 -3.7235 -4.0565
H10 2.3678 -2.1527 -3.3209
H11 5.0508 -3.3900 3.2402
H12 6.1424 -2.6510 5.3528
H13 5.7984 -0.3353 6.1678
H14 4.3717 1.2243 4.8549
H15 3.3139 0.4916 2.7857
O2 -3.3479 -1.1732 1.9414
C13 -2.1406 -0.9182 1.9942
O3 -1.3802 -0.5255 1.0654
C14 -1.4537 -1.1059 3.3591
C15 -2.1320 -1.7295 4.4009
C16 -1.4806 -1.9174 5.6057
C17 -0.1750 -1.4664 5.7408
C18 0.4186 -0.8425 4.6555
N3 -0.2015 -0.6685 3.4906
H16 -3.1489 -2.0495 4.2239
H17 -1.9799 -2.4113 6.4317
H18 0.3787 -1.5949 6.6616
H19 1.4361 -0.4702 4.7155
C19 -2.8446 -0.0101 -1.6720
Ge1 -1.9762 1.5671 -0.9070
C20 -0.7582 2.3475 -2.2525
C21 0.3735 1.6318 -2.6522
C22 1.2554 2.1627 -3.5844
C23 1.0290 3.4200 -4.1279
C24 -0.0867 4.1453 -3.7335
C25 -0.9700 3.6132 -2.8030
C26 -3.3642 2.9299 -0.5442
C27 -4.6709 2.6723 -0.8764
C28 -5.6975 3.6141 -0.6390
C29 -5.4111 4.8178 -0.0653
C30 -4.0827 5.1268 0.3217
C31 -3.7607 6.3583 0.9440
C32 -2.4826 6.6274 1.3449
C33 -1.4629 5.6726 1.1468
C34 -1.7440 4.4827 0.5376
C35 -3.0561 4.1727 0.0969
H20 -3.4469 0.2616 -2.5437
H21 -3.4533 -0.4922 -0.9086
H22 -2.0650 -0.7046 -1.9849
H23 0.5763 0.6599 -2.2136
H24 2.1330 1.5955 -3.8721
H25 1.7261 3.8384 -4.8449
H26 -0.2675 5.1326 -4.1440
H27 -1.8334 4.1968 -2.5033
H28 -4.9336 1.7261 -1.3358
H29 -6.7164 3.3725 -0.9206
H30 -6.1922 5.5489 0.1153
H31 -4.5544 7.0805 1.1065
H32 -2.2516 7.5694 1.8285
H33 -0.4534 5.8636 1.4884
H34 -0.9499 3.7560 0.4192
F1 0.6350 2.5177 1.3532
C36 1.8707 2.6319 2.1188
F2 1.5093 3.5503 3.1270
C37 2.7117 3.4801 1.1765
F3 3.0214 2.7994 0.0558
F4 2.1549 4.6531 0.7570
F5 3.8813 3.8265 1.7678
O4 0.5156 -1.1994 -0.8362
H35 -0.2755 -1.2693 -0.2738
H36 1.2564 -1.5131 -0.2840

Forces on the atoms, in the same order (eV/Å):
Na 0.1 0.2 0.0
C 0.0 0.0 0.0
C 0.0 0.0 0.0
N -0.1 0.1 0.1
C 0.0 0.0 0.0
C 0.0 0.0 0.0
C 0.2 0.0 0.1
S -0.1 -0.1 0.0
N 0.0 0.0 -0.1
C -0.1 0.1 -0.1
O 0.0 -0.2 0.0
C 0.0 0.0 0.0
C 0.0 0.0 0.0
C 0.0 0.0 0.0
C 0.0 0.0 0.0
C 0.0 0.0 0.0
C 0.0 0.1 0.0
H 0.0 0.0 0.0
H 0.0 0.0 0.0
H 0.0 0.0 0.0
H 0.0 0.0 0.0
H 0.0 0.0 0.1
H 0.0 0.0 0.0
H 0.0 0.0 0.0
H 0.0 0.0 0.0
H 0.0 0.0 0.0
H 0.0 0.0 0.0
H 0.0 0.0 0.0
H 0.0 0.0 0.0
H 0.0 0.0 0.0
H 0.0 0.0 0.0
H 0.0 -0.1 0.0
O 0.0 0.0 0.0
C 0.0 0.0 0.0
O 0.0 0.0 0.0
C 0.0 0.0 0.0
C 0.0 0.0 0.0
C 0.0 0.0 0.0
C 0.0 0.0 0.0
C 0.0 0.0 0.0
N 0.0 0.0 0.1
H 0.0 0.0 0.0
H 0.0 0.0 0.0
H 0.0 0.0 0.0
H 0.0 0.0 0.0
C 0.0 0.0 -0.1
Ge 0.0 0.0 0.0
C 0.0 0.0 0.0
C 0.0 0.0 0.0
C 0.0 0.0 0.0
C 0.0 0.0 0.0
C 0.0 0.0 0.0
C 0.0 0.0 0.0
C 0.0 0.0 0.0
C 0.0 0.0 0.0
C 0.0 0.0 0.0
C 0.0 0.0 0.0
C 0.0 0.0 0.0
C 0.0 0.0 0.0
C 0.0 0.0 0.0
C 0.0 0.0 0.0
C 0.0 0.0 0.0
C -0.1 0.0 0.0
H 0.0 0.0 0.0
H 0.0 0.0 0.0
H 0.0 0.0 0.0
H 0.0 0.0 0.0
H 0.0 0.0 0.0
H 0.0 0.0 0.0
H 0.0 0.0 0.0
H 0.0 0.0 0.0
H 0.0 0.0 0.0
H 0.0 0.0 0.0
H 0.0 0.0 0.0
H 0.0 0.0 0.0
H 0.0 0.0 0.0
H 0.0 0.0 0.0
H 0.0 0.0 0.0
F 0.0 0.0 0.0
C 0.0 -0.1 -0.1
F 0.0 0.0 0.0
C 0.0 0.0 0.0
F 0.0 0.0 0.0
F 0.0 0.0 0.0
F 0.0 0.0 0.0
O 0.0 0.0 0.0
H 0.0 0.0 0.0
H 0.0 0.0 0.0

Results of the Mulliken charge analysis, in e, for atoms 1 through 8:
1 Na 1.19
2 C -1.32
3 C -0.46
4 N 0.40
5 C -1.09
6 C -0.79
7 C 0.20
8 S -0.45


Below is one molecule with the formula C5H14N2O2Si in a non-equilibrium geometry, with properties calculated with ωB97M-V with the def2-TZVPD basis set.

- Multiplicity: 1
- Kohn-Sham gap: 0.393 hartree
- Relative energy (zero: lowest compared OMol25 entry of this formula, charge and spin): 347.3 kJ/mol
- M: 162.265 g mol⁻¹
- Total energy: -20362.1194 eV

Geometry (Å):
C1 3.6377 0.6122 -0.2412
C2 -2.6675 0.3806 -1.6437
C3 -2.3015 -1.4900 0.9426
C4 -1.5287 1.3832 1.0977
C5 3.2068 -0.8166 -0.4365
N1 1.8647 -0.6626 -0.8657
N2 1.0371 -0.5027 -0.0181
O1 1.0454 -0.4049 1.2124
O2 -0.1486 -0.4593 -0.6921
Si1 -1.6650 -0.1211 -0.0912
H1 4.5707 0.8822 0.1800
H2 3.4479 1.2437 -1.1324
H3 2.9259 1.0877 0.4481
H4 -2.5294 1.4121 -1.7871
H5 -2.3899 -0.1596 -2.5707
H6 -3.6491 0.2075 -1.3835
H7 -2.1401 -2.4835 0.5652
H8 -1.8796 -1.4287 1.9504
H9 -3.2759 -1.3391 1.1837
H10 -1.4560 1.1505 2.1567
H11 -0.8106 2.1337 0.8512
H12 -2.5264 1.8315 1.0429
H13 3.7743 -1.2023 -1.2398
H14 3.4577 -1.2546 0.4709

Forces on the atoms, in the same order (eV/Å):
C -1.5 2.6 -0.3
C 2.7 -1.6 0.3
C 2.4 -0.4 0.3
C -1.5 -0.9 -0.3
C 1.1 2.6 -0.7
N 2.7 -1.7 -1.8
N -2.6 0.0 1.1
O 0.2 -0.1 -0.3
O -1.1 0.1 -0.2
Si 0.0 1.8 0.9
H 1.3 -0.4 0.1
H 0.5 -0.6 0.0
H 0.1 -0.3 0.2
H 0.2 1.4 -0.3
H -0.2 0.2 0.6
H -2.4 -0.4 0.3
H -0.1 -0.5 -0.2
H 0.7 0.0 -0.2
H -3.4 0.3 0.2
H 0.4 -0.4 0.0
H 0.5 0.5 -0.3
H 0.0 0.4 -0.2
H 0.4 -0.9 -0.8
H -0.4 -1.7 1.7

Results of the natural (NBO) charge analysis, in e, for atoms 1 through 8:
1 C -0.61
2 C -1.08
3 C -1.15
4 C -1.11
5 C -0.28
6 N -0.19
7 N 0.57
8 O -0.48


Below is one molecule with the formula C5H7N, with properties calculated with ωB97M-V with the def2-TZVPD basis set.

- Multiplicity: 1
- Kohn-Sham gap: 0.314 hartree
- Relative energy (zero: lowest compared OMol25 entry of this formula, charge and spin): 149.3 kJ/mol
- M: 81.118 g mol⁻¹
- Total energy: -6786.9650 eV

Geometry (Å):
C1 -1.9623 0.3524 0.2299
C2 -0.7162 -0.1303 0.1342
C3 0.1444 0.4176 -0.9687
N1 1.4913 0.3608 -0.4166
C4 1.4413 -0.5549 0.6305
C5 0.1861 -0.9272 0.9710
H1 -0.2725 1.3911 -1.2447
H2 -2.7973 -0.0897 0.7513
H3 -2.1375 1.3302 -0.2102
H4 0.0499 -0.2263 -1.8580
H5 2.2776 0.3156 -1.0490
H6 2.3691 -0.8041 1.1392
H7 -0.0741 -1.4354 1.8911

Forces on the atoms, in the same order (eV/Å):
C -0.1 -0.1 0.2
C -0.1 0.2 0.0
C -0.1 0.1 -0.1
N 0.1 0.1 0.1
C -0.1 0.0 0.0
C 0.0 0.1 -0.1
H 0.7 0.2 -0.1
H 0.2 0.0 0.6
H -0.3 -0.4 -0.5
H 0.0 0.0 0.2
H -0.1 0.0 0.1
H -0.2 -0.1 -0.1
H 0.0 -0.1 -0.3

Results of the natural (NBO) charge analysis, in e, for atoms 1 through 8:
1 C -0.45
2 C 0.00
3 C -0.26
4 N -0.60
5 C 0.04
6 C -0.35
7 H 0.21
8 H 0.20


Below is C6H16N2 as an isolated structure in a non-equilibrium geometry, with properties calculated with ωB97M-V with the def2-TZVPD basis set.

- Multiplicity: 2
- Kohn-Sham gap (spin up / spin down): 0.140 / 0.217 hartree
- Net charge: -1
- Relative energy (zero: lowest compared OMol25 entry of this formula, charge and spin): 531.0 kJ/mol
- M: 116.208 g mol⁻¹
- Expectation value of S²: 0.7551
- Total energy: -9454.7661 eV

Geometry (Å):
N1 1.5861 3.1541 1.8932
C1 0.8810 2.2423 0.9411
C2 1.5322 1.9578 -0.3296
C3 -0.4286 1.9167 1.2133
N2 -0.0036 -0.5420 -1.1811
C4 -1.2827 -0.7844 -1.2843
C5 -1.8920 -2.1324 -1.2760
C6 -0.9486 -3.1656 -0.6644
H1 2.5779 2.9952 1.8898
H2 1.2198 2.9912 2.8273
H3 1.7997 -1.5570 1.1307
H4 1.9376 2.8924 -0.8354
H5 0.7299 1.3852 -0.9358
H6 2.4680 1.2290 -0.2839
H7 -1.0420 1.6541 0.3929
H8 -0.8216 2.2911 2.1197
H9 1.2756 -0.9293 1.1664
H10 -1.9072 -0.1065 -2.0270
H11 -0.6626 -0.7081 -0.1459
H12 -2.6516 -2.0117 -0.5725
H13 -2.3052 -2.4561 -2.2641
H14 -1.2765 -3.5700 0.2675
H15 -0.8016 -3.9894 -1.5016
H16 0.0161 -2.7564 -0.5404

Forces on the atoms, in the same order (eV/Å):
N -1.1 -1.5 -1.0
C -1.5 1.4 2.4
C 1.3 -1.2 -2.1
C 3.3 1.2 -0.8
N 2.8 0.7 1.5
C -3.3 1.8 -2.5
C 0.3 -1.3 0.0
C -0.2 -2.1 -3.1
H 0.3 -0.2 0.0
H 0.2 0.1 -0.1
H -1.3 1.6 0.2
H -0.7 -0.9 0.6
H 1.5 0.6 0.4
H -1.9 1.3 0.2
H -0.6 -0.9 -0.4
H -0.7 0.1 0.9
H 1.4 -1.6 -0.2
H 0.2 -0.6 0.8
H 1.3 0.4 -0.5
H -2.2 -0.2 0.6
H 0.3 0.2 0.4
H -0.4 -0.6 0.5
H -0.3 1.0 2.0
H 1.1 0.6 0.2

Results of the natural (NBO) charge analysis, in e, for atoms 1 through 8:
1 N -0.85
2 C 0.21
3 C -0.73
4 C -0.53
5 N -0.93
6 C -0.25
7 C -0.50
8 C -0.63